# 1
Formula: C7H12S
Source: the Open Molecules 2025 dataset
Level of theory: the ωB97M-V functional and the def2-TZVPD basis

Last column: natural (NBO) charge in e.
Positions of all 20 atoms, in Å:
C -2.4489 -0.7408 0.0852  -0.6162
C -1.1978 -0.4495 -0.7087  -0.1554
C 0.1765 -1.0726 -0.6168  -0.4053
S 1.5904 -1.5745 0.3692  0.2030
C 2.3432 0.0866 -0.0972  -0.5202
C 1.2032 1.0324 -0.6754  -0.4005
C -0.0518 0.3630 -0.1635  -0.0670
C -0.1963 0.6061 1.3533  -0.6227
H -3.0099 -1.5241 -0.4024  0.2201
H -2.2514 -1.0786 1.1117  0.2179
H -3.1096 0.1379 0.1190  0.2165
H -1.4305 -0.3109 -1.7613  0.2222
H 0.5537 -1.0810 -1.6460  0.2013
H 2.8070 0.5129 0.7877  0.2137
H 3.1333 -0.0969 -0.8493  0.2180
H 1.3339 2.0544 -0.3478  0.2151
H 1.2799 1.0438 -1.7589  0.2122
H 0.7378 0.9809 1.7675  0.2125
H -0.5134 -0.2704 1.9372  0.2223
H -0.9494 1.3811 1.4965  0.2123

Results
molar mass = 128.240 g mol⁻¹
DFT total energy = -672.0055 Ha
largest force on an atom = 0.7 eV/A
energy above the lowest of the compared OMol25 structures with the same formula, charge and spin = 292.5 kJ/mol
Kohn-Sham gap = 9.133 eV
SMILES = C[C@@H]1[C@@H]2SCC[C@@]12C



# 2
Formula: C12H30N2O4Ti
Source: the Open Molecules 2025 dataset
Level of theory: the ωB97M-V functional and the def2-TZVPD basis

Last column: Löwdin spin population.
Positions of all 49 atoms, in Å:
Ti -7.3669 27.8106 9.6403  2.4623
C -8.7829 28.9828 6.8041  0.0206
O -7.5441 28.5996 7.4431  0.0417
C -6.5730 28.2217 6.5080  0.0044
C -5.2921 27.8000 7.2263  0.0116
N -5.5401 26.8865 8.3571  0.0309
C -5.7510 25.4572 8.0664  0.0119
C -7.1817 25.1411 7.6102  0.0057
O -8.0621 25.7427 8.5620  0.0655
C -9.3861 25.7639 8.0154  0.0282
H -9.0923 28.2108 6.0989  0.0009
H -8.6150 29.9641 6.3629  0.0010
H -9.5301 29.0067 7.5949  0.0117
H -6.2164 28.9403 5.7570  0.0004
H -6.9424 27.3831 5.9059  0.0008
H -4.7937 28.6492 7.7013  0.0030
H -4.5507 27.4841 6.4798  0.0012
H -4.6946 26.9207 8.9164  0.0052
H -5.6215 24.9628 9.0330  0.0047
H -4.9427 25.0967 7.4220  0.0004
H -7.3465 24.0632 7.6503  0.0007
H -7.3237 25.4607 6.5774  0.0010
H -9.6749 24.7279 7.8008  0.0015
H -9.4409 26.2675 7.0478  0.0010
H -10.0292 26.2298 8.7546  0.0159
C -5.0754 27.0291 11.9029  0.0194
O -6.1747 27.9002 11.8019  0.0400
C -7.1850 27.5836 12.7560  0.0257
C -8.2914 28.5987 12.6476  0.0071
N -8.8323 28.6647 11.2705  0.0470
C -9.2151 30.0193 10.8395  0.0242
C -7.9581 30.9028 10.7280  0.0040
O -7.0443 30.2203 9.8903  0.0310
C -5.8805 30.9374 9.5718  0.0085
H -5.3307 25.9973 11.6190  0.0071
H -4.6662 26.9537 12.9141  0.0012
H -4.3031 27.3464 11.2043  0.0023
H -6.7615 27.4839 13.7652  0.0020
H -7.5367 26.5496 12.6053  0.0126
H -7.8868 29.5489 12.9857  0.0009
H -9.0582 28.2669 13.3542  0.0003
H -9.6500 28.0678 11.3072  0.0161
H -9.8903 30.5193 11.5418  0.0017
H -9.6232 29.8439 9.8425  0.0117
H -7.4838 30.9532 11.7093  0.0006
H -8.2834 31.8529 10.3006  0.0004
H -5.2939 31.2464 10.4424  0.0005
H -6.1461 31.8873 9.0892  0.0004
H -5.2770 30.3761 8.8696  0.0031

Results
multiplicity = 4
molar mass = 314.249 g mol⁻¹
net charge = +1
DFT total energy = -1734.8358 Ha
largest force on an atom = 1.8 eV/A
energy above the lowest of the compared OMol25 structures with the same formula, charge and spin = 42.8 kJ/mol
Kohn-Sham gap (alpha / beta) = 5.412 / 10.910 eV



# 3
Formula: C12H30F6N2O4PSr
Source: the Open Molecules 2025 dataset
Level of theory: the ωB97M-V functional and the def2-TZVPD basis

Last column: natural (NBO) charge in e.
Positions of all 56 atoms, in Å:
Sr -10.6110 1.2159 19.6993  1.9096
P -11.0378 5.4648 16.9036  2.5946
F -11.5958 4.9847 18.2864  -0.6051
F -9.5642 5.5884 17.6015  -0.5957
F -10.6007 3.9394 16.5413  -0.6219
F -10.7037 5.8660 15.3434  -0.5819
F -12.5407 5.2212 16.2823  -0.5994
F -11.2909 7.0943 17.1483  -0.5785
C -8.7578 3.6408 22.1850  -0.2938
O -8.3700 2.3541 21.6662  -0.6150
C -7.7800 1.4981 22.6630  -0.0855
C -7.8788 -0.0078 22.3703  -0.2566
N -7.7402 -0.3337 20.9372  -0.6666
C -6.6205 0.2147 20.3175  -0.2564
C -6.6163 -0.3738 18.8776  -0.0715
O -7.7342 0.1884 18.1352  -0.6092
C -7.3193 0.5361 16.8019  -0.2533
H -9.4960 3.6993 22.9848  0.1835
H -9.0584 4.4496 21.5189  0.2327
H -7.8422 3.9373 22.6968  0.1946
H -8.2440 1.6198 23.6419  0.2011
H -6.7285 1.7831 22.6971  0.1936
H -8.8902 -0.3234 22.6261  0.1774
H -7.3840 -0.5533 23.1739  0.2242
H -7.4842 -1.3092 20.8830  0.3764
H -5.7246 -0.1668 20.8074  0.1827
H -6.5821 1.3016 20.2442  0.2216
H -6.6507 -1.4613 18.8133  0.1811
H -5.6415 -0.1250 18.4582  0.1998
H -6.9121 1.5463 16.7600  0.1995
H -8.1926 0.4655 16.1535  0.1957
H -6.6037 -0.2085 16.4534  0.1851
C -11.6650 -2.3827 18.1047  -0.2581
O -12.3817 -1.1093 18.4458  -0.6305
C -13.6681 -1.1653 17.7784  -0.0829
C -14.1122 0.2782 17.4393  -0.2472
N -14.0684 1.0542 18.7166  -0.6743
C -15.1258 0.5927 19.6443  -0.2371
C -14.9299 1.2618 21.1450  -0.0756
O -13.6272 0.8652 21.5870  -0.5786
C -13.3441 1.2936 22.8890  -0.2583
H -11.0115 -2.5688 18.9570  0.1820
H -11.0367 -2.3153 17.2166  0.1957
H -12.4004 -3.1788 17.9888  0.2028
H -14.3042 -1.7860 18.4096  0.1871
H -13.6281 -1.6380 16.7971  0.1949
H -15.0796 0.3410 16.9409  0.2100
H -13.3242 0.6247 16.7706  0.2149
H -14.4691 1.9376 18.4354  0.3752
H -15.0608 -0.4915 19.7359  0.1954
H -16.1106 0.8851 19.2799  0.1942
H -15.8303 0.9399 21.6683  0.2050
H -14.8200 2.3280 20.9470  0.1817
H -13.5358 2.3527 23.0609  0.1822
H -12.3168 1.0491 23.1591  0.1693
H -13.9926 0.8234 23.6283  0.1897

Results
molar mass = 498.964 g mol⁻¹
net charge = +1
DFT total energy = -1856.7987 Ha
largest force on an atom = 4.3 eV/A
energy above the lowest of the compared OMol25 structures with the same formula, charge and spin = 639.8 kJ/mol
Kohn-Sham gap = 8.079 eV



# 4
Formula: C51H46O9Si2
Source: the Open Molecules 2025 dataset
Level of theory: the ωB97M-V functional and the def2-TZVPD basis

Last column: Mulliken charge in e.
Positions of all 108 atoms, in Å:
C 4.9297 0.4701 5.7537  -1.0230
Si 5.1661 0.0925 3.9199  0.2628
C 5.1579 -1.7653 3.5595  -1.0495
C 6.8530 0.7238 3.3697  -1.1485
O 3.8541 0.7801 3.1013  -0.0634
C 4.1686 1.6050 1.9775  -0.6748
C 2.8855 2.3826 1.6203  -0.5337
Si 2.2699 3.2223 3.2085  0.3998
C 0.6253 2.5598 3.8525  -0.9633
C 0.5976 1.0425 4.1044  -0.0079
C -0.8172 0.6502 4.6648  -0.8996
C -1.4418 -0.4744 3.8763  0.4669
O -2.1972 -0.2697 3.0266  -0.4065
O -1.0963 -1.7578 4.2232  -0.4581
H 4.5075 1.4736 5.8499  0.2705
H 5.9159 0.4638 6.2169  0.3744
H 4.2473 -0.2240 6.2429  0.2913
H 6.0843 -2.2096 3.9274  0.3513
H 4.2701 -2.2634 3.9447  0.2791
H 5.1799 -1.8706 2.4704  0.2932
H 7.6332 0.4294 4.0718  0.4141
H 7.1074 0.2146 2.4340  0.2884
H 6.9075 1.7955 3.1855  0.3340
H 4.5121 1.0065 1.1285  0.3637
H 4.9255 2.3647 2.1939  0.2845
H 3.1857 3.1578 0.9106  0.4536
H 2.1623 1.7291 1.1305  0.2459
H 3.3545 3.1919 4.2100  -0.1976
H 2.0512 4.6569 2.8877  -0.2441
H -0.2225 2.8344 3.2214  0.4445
H 0.4533 3.0358 4.8246  0.3425
H 1.3114 0.7723 4.8832  0.1644
H 0.8576 0.4511 3.2235  0.2997
H -1.4764 1.5029 4.5497  0.3997
H -0.7539 0.4008 5.7241  0.3689
H -0.1267 -1.8045 4.1983  0.3239
O -5.3068 -4.6390 5.3993  -0.6726
C -6.0182 -4.0612 4.6019  0.5077
C -7.5005 -4.0974 4.7427  0.1765
C -8.0673 -4.7824 5.8105  -0.5495
C -9.4421 -4.7923 5.9743  -0.4680
C -10.2579 -4.1163 5.0724  -0.4785
C -9.6988 -3.4460 3.9975  -0.5390
C -8.3203 -3.4384 3.8249  0.1635
C -7.7342 -2.7280 2.6540  0.6406
O -8.4528 -2.2009 1.8282  -0.6731
C -6.2548 -2.6749 2.5255  0.3003
C -5.6866 -1.9856 1.4594  -1.0993
C -4.3105 -1.9028 1.3484  -0.0733
C -3.4913 -2.5051 2.2961  -0.3133
C -4.0492 -3.2034 3.3520  -0.9401
C -5.4320 -3.2959 3.4696  0.2888
H -7.4322 -5.3036 6.5144  0.4661
H -9.8816 -5.3232 6.8093  0.3961
H -11.3319 -4.1151 5.2088  0.3967
H -10.3330 -2.9246 3.2930  0.4655
H -6.3217 -1.5115 0.7228  0.4708
H -3.8660 -1.3627 0.5218  0.4679
H -2.4238 -2.4325 2.2060  0.5300
H -3.4108 -3.6738 4.0877  0.4920
O 0.4612 -3.7922 -3.9293  -0.6710
C -0.1274 -2.7343 -4.0142  0.4976
C -0.5475 -1.9956 -2.7930  0.4775
C -0.2398 -2.5153 -1.5425  -1.0948
C -0.5878 -1.8155 -0.3994  -0.4378
C -1.2457 -0.5935 -0.4992  -0.5986
C -1.5713 -0.0805 -1.7430  -0.9936
C -1.2286 -0.7806 -2.8934  0.6043
C -1.5950 -0.2225 -4.2203  0.4761
O -2.2309 0.8136 -4.3004  -0.7400
C -1.1585 -0.9473 -5.4426  0.4561
C -1.4617 -0.4243 -6.6946  -0.4839
C -1.0319 -1.0743 -7.8388  -0.6862
C -0.2969 -2.2507 -7.7387  -0.4783
C -0.0046 -2.7844 -6.4945  -0.6043
C -0.4374 -2.1398 -5.3434  0.1915
H 0.2770 -3.4625 -1.4644  0.4727
H -0.3413 -2.2191 0.5750  0.5829
H -1.5051 -0.0437 0.3979  0.6374
H -2.0869 0.8676 -1.8211  0.5437
H -2.0305 0.4917 -6.7746  0.5886
H -1.2660 -0.6630 -8.8125  0.4086
H 0.0458 -2.7526 -8.6344  0.4076
H 0.5637 -3.7017 -6.4177  0.4802
O 2.8685 2.4153 -2.6566  -0.7146
C 3.1076 2.9326 -3.7297  0.4634
C 4.4559 3.4944 -4.0186  0.0993
C 5.4528 3.4040 -3.0549  -0.5986
C 6.7214 3.8885 -3.3247  -0.5717
C 7.0009 4.4650 -4.5598  -0.4539
C 6.0066 4.5724 -5.5174  -0.5873
C 4.7302 4.0936 -5.2494  0.3528
C 3.6664 4.2321 -6.2825  0.6395
O 3.8924 4.8011 -7.3312  -0.6769
C 2.3257 3.6527 -6.0018  0.2305
C 1.3293 3.7402 -6.9672  -0.6110
C 0.0861 3.1770 -6.7306  -0.9443
C -0.1694 2.5221 -5.5283  -0.5575
C 0.8172 2.4454 -4.5598  -0.7179
C 2.0647 3.0126 -4.7878  0.0612
H 5.2364 2.9509 -2.0966  0.6727
H 7.4980 3.8135 -2.5741  0.4052
H 7.9966 4.8326 -4.7732  0.3918
H 6.2222 5.0253 -6.4759  0.4744
H 1.5287 4.2448 -7.9033  0.4688
H -0.6875 3.2432 -7.4858  0.4142
H -1.1391 2.0675 -5.3367  1.0222
H 0.6176 1.9392 -3.6231  0.6980

Results
molar mass = 859.092 g mol⁻¹
DFT total energy = -3227.3127 Ha
largest force on an atom = 4.1 eV/A
Kohn-Sham gap = 8.145 eV
SMILES = C[Si](C)(C)OCC[SiH2]CCCC(=O)O.O=C1c2ccccc2C(=O)c2ccccc21.O=C1c2ccccc2C(=O)c2ccccc21.O=C1c2ccccc2C(=O)c2ccccc21



# 5
Formula: C10H19N2
Source: the Open Molecules 2025 dataset
Level of theory: the ωB97M-V functional and the def2-TZVPD basis

Last column: Löwdin spin population.
Positions of all 31 atoms, in Å:
C 0.8797 -0.9466 -1.6509  0.6362
C 0.7898 -1.9685 -2.2250  0.6759
C -1.3800 0.9528 1.7804  0.0004
C -0.7985 -0.5098 1.3893  0.0014
C -2.0503 1.5913 0.6314  0.0030
C 0.6605 -0.6189 1.4654  0.0174
C -1.0473 2.0943 -0.4533  0.0114
C 0.8726 0.3979 -1.0675  0.1374
C 1.4527 0.3920 0.6315  0.1374
C 0.5214 -3.1760 -2.9486  0.1621
N 2.8568 0.0171 0.4747  0.0280
N -0.5373 0.9432 -1.2481  0.0431
H -2.0911 0.8091 2.6675  0.0000
H -0.4840 1.4071 2.0667  0.0004
H -1.3544 -1.1686 2.3512  0.0001
H -1.2650 -0.9018 0.4846  0.0003
H -2.7943 1.0622 0.1006  0.0001
H -2.5087 2.6639 0.7049  0.0009
H 1.2095 -0.4220 2.3254  0.0037
H 1.0666 -1.6247 1.1706  0.0050
H -1.5039 2.7957 -1.1439  0.0010
H -0.2421 2.7476 0.1035  -0.0001
H 1.4996 1.0825 -1.5968  0.0107
H 1.3381 1.4417 0.9005  0.0082
H 0.1921 -3.2500 -4.0048  0.0612
H -0.1102 -3.7695 -2.2012  0.0147
H 1.5373 -3.5795 -3.1192  0.0259
H 3.4040 0.4829 1.2177  0.0018
H 3.0658 -0.9123 0.3474  0.0048
H -1.1794 0.0930 -1.1493  0.0015
H -0.5886 1.0818 -2.2467  0.0062

Results
multiplicity = 3
molar mass = 167.276 g mol⁻¹
net charge = +1
DFT total energy = -501.3324 Ha
largest force on an atom = 16.0 eV/A
energy above the lowest of the compared OMol25 structures with the same formula, charge and spin = 423.6 kJ/mol
Kohn-Sham gap (alpha / beta) = 4.842 / 6.261 eV



Which of these has the lowest DFT total energy? C51H46O9Si2



Which of these has the highest DFT total energy? C10H19N2